Entry from the OMol25 dataset: C35H33Cl2N6O5S2Ti as an isolated structure (the ωB97M-V functional and the def2-TZVPD basis).

XYZ file:
```
84
Properties=species:S:1:pos:R:3:forces:R:3
Ti -0.26781 0.08409 0.55101 -0.4 0.0 0.0
C -2.58511 -2.61909 0.26303 0.0 0.0 0.0
N -1.71353 -1.98175 -0.72072 0.0 0.0 0.0
C -0.87304 -2.96971 -1.36876 0.0 0.0 0.0
C -2.41049 -1.09385 -1.59101 0.1 0.0 -0.1
C -2.68153 -1.38503 -2.91763 0.0 0.0 0.0
C -3.28806 -0.44394 -3.74483 0.0 0.0 0.0
C -3.61229 0.79987 -3.23455 0.0 0.0 0.0
C -3.33013 1.10532 -1.90900 0.0 0.0 0.0
C -2.73623 0.17287 -1.06300 0.0 0.0 0.1
N -2.29741 0.43675 0.23847 0.2 0.0 -0.1
C -2.97629 1.26564 1.10013 0.1 0.1 0.0
C -4.24471 1.83580 0.90864 0.0 -0.1 0.0
C -4.77850 2.72430 1.82906 0.0 0.0 0.0
C -4.08394 3.07155 2.97531 0.0 0.0 0.0
C -2.86329 2.45318 3.22586 0.0 -0.1 0.0
C -2.33370 1.55242 2.32501 0.0 0.1 -0.1
N -1.14701 0.75897 2.61871 0.1 -0.1 0.0
C -1.61034 -0.44711 3.34705 0.0 0.0 0.0
C -0.15563 1.44541 3.45903 0.0 0.0 0.0
H -3.21397 -3.39076 -0.20568 0.0 0.0 0.0
H -1.96788 -3.08006 1.03560 0.0 0.0 0.0
H -3.23200 -1.87329 0.71962 0.0 0.0 0.0
H -1.45391 -3.75949 -1.86914 0.0 0.0 0.0
H -0.22808 -2.48588 -2.10095 0.0 0.0 0.0
H -0.25267 -3.44323 -0.60579 0.0 0.0 0.0
H -2.40589 -2.34895 -3.32385 0.0 0.0 0.0
H -3.48864 -0.68442 -4.78104 0.0 0.0 0.0
H -4.06594 1.54944 -3.87320 0.0 0.0 0.0
H -3.52171 2.09727 -1.52566 0.0 0.0 0.0
H -4.81559 1.58325 0.02741 0.0 0.0 0.0
H -5.75098 3.16054 1.63306 0.0 0.0 0.0
H -4.48680 3.79118 3.67541 0.0 0.0 0.0
H -2.33032 2.67419 4.14190 0.0 0.0 0.0
H -2.15983 -0.14424 4.24489 0.0 0.0 0.0
H -2.26344 -1.03348 2.70539 0.0 0.0 0.0
H -0.75921 -1.06198 3.62982 0.0 0.0 0.0
H -0.51329 1.56805 4.48756 0.0 0.0 0.0
H 0.75226 0.84108 3.48912 0.0 0.0 0.0
H 0.07190 2.42045 3.03597 0.0 0.0 0.0
Cl 0.28493 -4.12028 3.16214 0.0 0.0 0.0
C 1.56676 -3.00989 2.78647 0.0 0.0 -0.1
C 2.86727 -3.27503 3.25459 0.0 0.0 0.0
C 3.90120 -2.44795 2.92949 0.0 0.0 0.0
Cl 5.50193 -2.81670 3.49790 0.0 0.0 0.0
C 3.68718 -1.29580 2.13159 0.0 0.0 0.0
C 4.69227 -0.42318 1.66342 0.0 0.0 0.0
C 4.34045 0.63695 0.87790 0.0 0.0 0.0
C 2.98520 0.86372 0.57678 0.0 0.0 0.0
N 2.02417 0.06712 0.98626 0.1 0.0 0.2
C 2.37094 -1.02437 1.72429 0.0 0.1 0.0
C 1.28920 -1.91285 1.99894 0.0 -0.1 0.1
O 0.12491 -1.65278 1.46401 0.0 0.3 -0.1
H 3.04391 -4.15405 3.85808 0.0 0.0 0.0
H 5.72707 -0.61795 1.90964 0.0 0.0 0.0
H 5.08970 1.30529 0.47808 0.0 0.0 0.0
H 2.67715 1.71584 -0.01673 0.0 0.0 0.0
S 0.22782 2.62456 0.40589 0.0 0.0 0.1
C -0.68330 3.24799 -0.93160 -0.1 0.1 -0.1
N -0.55250 2.95557 -2.16452 0.0 -0.1 0.0
C -1.34276 3.77737 -3.06662 0.0 0.0 0.0
C -2.40996 4.56998 -2.28739 0.0 0.0 0.0
S -1.86360 4.53131 -0.56070 0.0 -0.1 0.0
H 0.55255 1.82428 -2.67883 0.0 0.1 0.0
H -1.80475 3.14340 -3.82489 0.0 0.0 0.0
H -0.65836 4.46129 -3.57902 0.0 0.0 0.0
H -3.39369 4.10828 -2.36586 0.0 0.0 0.0
H -2.48312 5.59918 -2.63321 0.0 0.0 0.0
O 1.31804 1.21101 -2.93818 0.0 -0.1 0.0
C 1.29693 0.16968 -2.12878 0.1 0.4 0.0
O 0.27381 0.02217 -1.39243 0.0 -0.5 0.0
C 2.44498 -0.66784 -2.10000 0.0 -0.1 0.0
C 2.49025 -1.81132 -1.25727 0.0 0.0 -0.1
C 3.63881 -2.52741 -1.09062 0.0 0.0 0.0
C 4.81528 -2.13185 -1.77058 0.0 0.0 0.0
C 4.78274 -1.02105 -2.64647 0.0 0.0 0.0
C 3.62685 -0.31347 -2.80788 0.0 0.0 0.0
N 6.00729 -2.82682 -1.56610 0.0 0.1 0.0
O 6.01475 -3.78978 -0.77352 0.0 -0.1 0.0
O 7.03419 -2.45327 -2.16906 0.0 0.0 0.0
H 1.59425 -2.09892 -0.72377 0.0 0.0 0.0
H 3.68087 -3.38831 -0.43900 0.0 0.0 0.0
H 5.68969 -0.74804 -3.16460 0.0 0.0 0.0
H 3.60371 0.54858 -3.46010 0.0 0.0 0.0
```
Positions in Å, forces in eV/Å.

## Properties
**Spin multiplicity**: 3
**ΔE to the lowest compared entry with this formula, charge and spin**: 0.00 kcal/mol
**Total charge**: -1
**HOMO (alpha / beta)**: -3.00 / -4.81 eV
**Lowest unoccupied orbital energy (alpha / beta)**: 2.0 / 2.0 eV

Entry from the OMol25 dataset: C35H33ClN4Si2Tc as an isolated structure in a non-equilibrium geometry (the ωB97M-V functional and the def2-TZVPD basis).

XYZ file:
```
76
Properties=species:S:1:pos:R:3:forces:R:3
C -1.99746 -1.01816 4.63431 -1.0 -1.3 0.6
C -2.71076 -0.61873 3.44462 -0.3 -0.3 0.0
C -2.52581 -1.63792 2.45140 -0.4 -0.4 0.3
H -3.29620 0.28679 3.32538 0.1 -0.2 0.0
C -1.70042 -2.66817 3.01477 -0.4 -0.9 0.4
C -1.36183 -2.28863 4.35915 -1.8 -0.6 -0.1
H -0.79031 -2.88172 5.06484 0.0 0.2 -0.3
H -1.97682 -0.49091 5.58367 0.1 -0.1 -0.3
H -2.92377 -1.62188 1.44139 0.1 0.0 0.3
H -1.36064 -3.56914 2.50616 -0.2 0.3 0.3
Tc -0.63428 -0.80279 3.04397 1.8 3.1 0.0
Si 2.30768 0.92576 -0.63520 -2.1 1.0 1.8
C 0.94326 2.27997 -0.50697 0.8 0.1 0.1
C 1.31965 3.47266 -1.12597 -0.3 0.2 0.0
H 2.32849 3.54575 -1.53529 -0.3 0.2 -0.1
C 0.45015 4.56591 -1.16971 0.1 0.2 0.0
H 0.80398 5.49398 -1.60062 -0.1 0.0 -0.1
C -0.83616 4.50037 -0.63127 0.4 -0.1 0.0
H -1.50313 5.36419 -0.65703 0.2 -0.3 -0.1
C -1.21456 3.33174 0.02403 0.5 -0.2 0.3
H -2.18580 3.26700 0.51132 0.2 0.0 -0.1
C -0.30670 2.27319 0.14488 0.0 0.1 -0.2
H -0.57752 1.45217 0.80508 0.0 -0.1 -0.2
C 1.26827 -0.65063 -0.79083 -0.6 -1.2 0.0
C -0.17041 -0.59533 -1.07107 1.1 -0.7 2.2
H -0.68047 0.30350 -0.71815 0.2 0.1 -1.0
C -1.03307 -1.80796 -0.97549 0.6 0.6 0.9
H -2.04308 -1.67209 -0.58667 0.1 0.0 0.0
C -0.36997 -3.05115 -0.61767 0.1 0.3 0.1
H -1.00626 -3.93070 -0.49041 0.4 0.2 -0.1
C 0.95194 -3.02704 -0.23790 -0.6 -0.4 0.1
H 1.35191 -3.91569 0.24950 0.1 0.1 -0.3
C 1.76690 -1.86396 -0.32573 -0.3 0.5 -0.2
H 2.76320 -1.88848 0.11743 -0.1 -0.1 -0.3
H 0.09566 -1.35212 1.70609 0.5 -0.5 -0.7
Si -1.03535 -1.09973 -2.77359 1.6 0.6 -3.7
C -0.30695 -2.27825 -4.04219 0.5 0.0 -0.1
C -0.76812 -2.50052 -5.36807 -0.1 -0.3 0.5
H -1.48817 -1.80563 -5.81057 0.0 -0.4 0.1
C -0.30576 -3.61158 -6.09480 0.1 0.2 0.1
H -0.70180 -3.82215 -7.09501 0.1 0.2 0.5
C 0.67340 -4.46487 -5.55795 -0.1 0.3 0.3
H 1.00105 -5.36249 -6.09958 -0.2 0.5 0.2
C 1.25447 -4.13865 -4.32519 0.0 0.2 -0.2
H 2.05905 -4.75540 -3.91123 -0.2 0.3 -0.2
C 0.80296 -3.01928 -3.61094 -0.1 -0.8 0.2
H 1.30024 -2.74239 -2.67572 -0.2 -0.4 -0.5
C -0.82584 0.65172 -3.54413 -1.2 0.4 0.1
C -1.97554 1.39510 -3.84363 0.0 0.3 -0.1
H -2.95005 0.95434 -3.62095 0.1 0.4 -0.1
C -1.88552 2.66631 -4.43272 0.0 0.0 0.0
H -2.79309 3.23350 -4.63882 0.2 -0.2 0.0
C -0.64328 3.22795 -4.74006 -0.1 -0.4 0.3
H -0.57062 4.21602 -5.20592 -0.1 -0.4 0.2
C 0.51087 2.50436 -4.43008 -0.1 -0.4 0.2
H 1.49313 2.94513 -4.61265 -0.3 -0.2 0.0
C 0.42206 1.22515 -3.85670 0.1 -0.1 0.1
H 1.34434 0.66847 -3.65752 -0.2 0.2 -0.1
H 3.41595 1.35214 -1.43880 0.2 -0.1 -1.0
Cl 3.31458 0.80113 1.18364 -0.2 -0.3 0.1
N 0.70525 2.81153 4.67753 0.1 -0.9 -0.2
C -0.34072 3.40999 3.97101 0.3 -0.2 0.6
C -1.05496 2.40082 3.40314 0.9 -0.5 0.2
N -0.40607 1.19595 3.68747 -0.2 1.1 -0.4
C 0.63029 1.46444 4.47334 -0.7 1.4 -0.5
C 1.38524 0.31387 4.88600 0.7 -1.2 0.9
N 0.97940 -0.84572 4.36986 1.6 -0.3 0.3
C 1.77609 -1.86012 4.92369 -0.3 1.5 0.1
C 2.63383 -1.28484 5.82341 -0.7 0.5 -0.5
N 2.37344 0.09159 5.80272 -0.3 -0.2 -0.6
H 1.43608 3.24126 5.23416 -0.4 0.3 -0.3
H -0.48802 4.48006 3.95579 0.1 -0.2 0.1
H -1.95724 2.43955 2.80678 0.3 0.0 0.1
H 1.62575 -2.88480 4.63188 0.2 0.0 0.1
H 3.36666 -1.73895 6.46437 0.1 0.2 0.1
H 2.84732 0.81516 6.33999 -0.1 -0.5 -0.2
```
Positions in Å, forces in eV/Å.

## Properties
**Spin multiplicity**: 4
**ΔE to the lowest compared entry with this formula, charge and spin**: 3.12 kcal/mol
**Total charge**: +2
**HOMO (alpha / beta)**: -12.89 / -13.41 eV
**Lowest unoccupied orbital energy (alpha / beta)**: -5.8 / -7.3 eV